Molecular formula: C31H49NO3P2PtS
Method: DFT, ωB97M-V/def2-TZVPD

Element x y z (Å)
Pt -0.24 0.27 -0.08
C -2.09 1.85 0.02
C -2.59 0.93 -0.99
C -2.31 -0.28 0.98
C -2.05 1.12 1.27
C -2.69 -0.38 -0.42
C -2.12 3.34 -0.12
H -1.79 3.69 -1.10
H -1.52 3.86 0.63
H -3.14 3.71 0.01
C -2.04 1.71 2.64
H -1.84 2.78 2.61
H -1.29 1.22 3.27
H -3.02 1.56 3.10
C -2.58 -1.34 1.97
H -3.64 -1.43 2.21
H -2.05 -1.14 2.90
H -2.23 -2.31 1.64
C -3.47 -1.55 -0.93
H -4.51 -1.32 -0.71
H -3.24 -2.47 -0.41
H -3.40 -1.73 -2.01
C -3.29 1.44 -2.19
H -4.21 1.86 -1.78
H -3.53 0.66 -2.91
H -2.76 2.25 -2.71
C 1.18 0.73 -3.49
C 0.17 1.60 -3.64
C -0.43 1.91 -5.01
C -1.32 0.75 -5.59
C -1.41 -0.53 -4.74
C -0.38 -1.37 -4.65
C 0.96 -1.09 -5.34
C 1.84 0.04 -4.69
H 0.37 2.13 -5.74
H -0.88 0.47 -6.56
H -1.05 2.81 -4.93
H 2.10 0.78 -5.47
H 1.54 0.40 -2.52
H -0.35 2.07 -2.81
H 2.78 -0.41 -4.34
H 1.54 -2.03 -5.37
H -0.46 -2.33 -4.15
H 0.76 -0.79 -6.38
H -2.34 1.13 -5.79
H -2.38 -0.75 -4.30
P 1.30 2.03 0.49
C 0.96 2.93 2.08
H 1.86 3.50 2.30
H 0.76 2.27 2.93
H 0.09 3.57 1.98
C 3.06 1.52 0.71
H 3.58 2.37 1.14
H 3.49 1.24 -0.25
H 3.14 0.67 1.38
C 1.55 3.56 -0.50
H 2.03 3.33 -1.45
H 2.20 4.21 0.09
H 0.61 4.08 -0.68
P 0.57 -2.00 -0.31
C -0.62 -3.36 -0.76
H 0.00 -4.17 -1.12
H -1.38 -3.08 -1.49
H -1.10 -3.69 0.17
C 2.24 -2.32 -1.06
H 2.17 -2.48 -2.13
H 2.62 -3.22 -0.57
H 2.92 -1.50 -0.82
C 1.02 -2.92 1.22
H 1.22 -3.95 0.92
H 0.16 -2.92 1.88
H 1.89 -2.45 1.67
O -0.82 -2.26 3.46
C 0.23 -1.51 3.60
N 0.63 -0.56 2.70
S 1.93 0.52 3.65
O 3.06 1.37 3.23
O 0.80 1.09 4.49
C 2.36 -0.92 4.54
C 3.32 -0.93 5.57
C 3.16 -1.87 6.60
C 2.03 -2.72 6.64
C 1.04 -2.66 5.67
C 1.22 -1.72 4.66
H 4.14 -0.21 5.51
H 3.93 -1.93 7.38
H 1.92 -3.44 7.45
H 0.13 -3.28 5.68

Calculated values
2S+1: 5
LUMO level (spin up / spin down) in eV: -6.318 / -8.829
Charge: +2